Formula: C40H63IrN7O2P
Source: OMol25
Level of theory: ωB97M-V/def2-TZVPD

Atoms and positions in Å:
Ir: 0.93216 1.40183 -0.36577
C: 2.36072 -0.90647 -2.05405
N: 2.57546 -0.17473 -0.78289
C: 2.50016 -1.13808 0.35721
C: 3.83337 0.53439 -0.77204
C: 5.04539 -0.11147 -0.69088
C: 6.21830 0.63450 -0.57994
C: 6.15383 2.02657 -0.46923
C: 4.94376 2.67125 -0.57024
C: 3.76647 1.92685 -0.82561
N: 2.52224 2.48413 -1.03299
C: 2.35091 3.79176 -1.37571
C: 3.30903 4.59788 -2.03663
C: 3.10002 5.95186 -2.14443
C: 1.94161 6.52883 -1.60762
C: 0.93663 5.72414 -1.06823
C: 1.11790 4.36271 -1.01180
N: 0.04228 3.44548 -0.71182
C: -0.86202 3.43319 -1.90219
C: -0.76925 3.79618 0.50143
H: 3.13707 -1.66274 -2.18558
H: 2.40970 -0.21398 -2.89187
H: 1.39455 -1.40255 -2.02825
H: 3.19478 -1.96800 0.21544
H: 1.49182 -1.51559 0.40850
H: 2.74208 -0.62430 1.28610
H: 5.09834 -1.19276 -0.69603
H: 7.17205 0.12565 -0.53235
H: 7.05273 2.59878 -0.28274
H: 4.87849 3.73456 -0.38993
H: 4.18215 4.14146 -2.48157
H: 3.82956 6.57127 -2.64867
H: 1.79252 7.59917 -1.66571
H: 0.01413 6.17744 -0.72771
H: -1.29996 4.42431 -2.02920
H: -1.65992 2.71085 -1.75044
H: -0.28996 3.19988 -2.79459
H: -1.35489 4.70086 0.33508
H: -0.11003 3.95675 1.35153
H: -1.45176 2.97633 0.71116
O: -0.17328 -0.02890 0.84512
P: -0.87489 -1.08387 1.75579
C: -2.63132 -0.73537 1.98797
C: -2.83345 0.50030 2.89077
C: -4.31123 0.59312 3.29271
C: -5.25431 0.29137 2.10877
C: -4.53650 0.47116 0.77588
C: -3.36711 -0.51841 0.63715
C: -0.01720 -1.20593 3.36076
C: 0.52705 0.15440 3.82332
C: 1.50854 -0.02950 4.98454
C: 0.96173 -1.02007 6.03789
C: -0.53720 -1.26319 5.86638
C: -0.83803 -1.88631 4.49581
C: -0.67623 -2.75045 1.05242
C: -0.94546 -2.77838 -0.46528
C: -0.81114 -4.21396 -0.97070
C: -1.87393 -5.13591 -0.31980
C: -2.54296 -4.47858 0.89346
C: -1.49486 -3.84399 1.80584
H: -3.05038 -1.60165 2.50602
H: -2.51861 1.39379 2.34231
H: -2.23102 0.43499 3.79571
H: -4.50203 1.59368 3.68280
H: -4.50814 -0.09687 4.11467
H: -6.12490 0.94373 2.15154
H: -5.64592 -0.72669 2.17847
H: -4.16386 1.49855 0.70379
H: -5.22851 0.31870 -0.05218
H: -2.67319 -0.14364 -0.10757
H: -3.76391 -1.47213 0.28398
H: 0.85719 -1.82523 3.12428
H: -0.29051 0.80182 4.13860
H: 1.02058 0.64659 2.98915
H: 1.68247 0.94599 5.44145
H: 2.47658 -0.37417 4.61013
H: 1.15912 -0.63940 7.03818
H: 1.48713 -1.97589 5.97376
H: -1.08711 -0.32640 5.98987
H: -0.88914 -1.94542 6.63903
H: -1.91161 -1.81911 4.31492
H: -0.58018 -2.94474 4.54128
H: 0.39278 -2.93812 1.19855
H: -0.22890 -2.12524 -0.96908
H: -1.94093 -2.40081 -0.69676
H: 0.19747 -4.57546 -0.74812
H: -0.91924 -4.22772 -2.05658
H: -1.40662 -6.06891 -0.00365
H: -2.64322 -5.39247 -1.04757
H: -3.10301 -5.22942 1.44964
H: -3.26075 -3.72122 0.56651
H: -0.81470 -4.62140 2.15791
H: -1.97917 -3.44110 2.69463
C: -1.29710 -2.77269 -5.03516
C: -0.73939 -1.55394 -5.76683
C: 0.78348 -1.49763 -5.68023
C: -1.38832 -0.25848 -5.27423
N: -1.02531 0.06133 -3.87220
C: 0.00363 0.73184 -3.39563
N: -0.08597 0.72799 -2.07482
N: -1.20995 0.02902 -1.76719
N: -1.77073 -0.36827 -2.83516
H: -0.82087 -3.68009 -5.40576
H: -2.37168 -2.87406 -5.19397
H: -1.11612 -2.71269 -3.95744
H: -1.01989 -1.62106 -6.82062
H: 1.12473 -1.44673 -4.63970
H: 1.19069 -0.64268 -6.22850
H: 1.21581 -2.39716 -6.11631
H: -2.47227 -0.34700 -5.28984
H: -1.08959 0.58745 -5.89106
H: 0.76399 1.20894 -3.99382
O: 2.31774 2.51764 2.07072
C: 1.67870 2.00789 1.30356

The energy above the lowest of the compared OMol25 structures with the same formula, charge and spin is 24.71 kcal/mol. Its HOMO energy (spin up / spin down) is -16.48 / -16.58 eV. Its HOMO-LUMO gap (spin up / spin down) is 7.4 / 5.8 eV. The spin multiplicity is 2. The net charge is +3. As for the expectation value of S²: 0.79.

=====

Formula: C55H48BBr9N9O14
Source: OMol25
Level of theory: ωB97M-V/def2-TZVPD

Atoms and positions in Å:
O: -3.18262 -0.22926 -1.26849
C: -2.00533 -0.38431 -0.80230
O: -0.98182 0.02275 -1.43752
B: 0.24607 -0.19999 -0.67339
O: -0.22667 -0.98819 0.50161
C: -1.57727 -1.07494 0.46107
O: -2.27043 -1.51465 1.37438
O: 0.92042 1.09484 -0.26667
C: 2.18106 1.11904 -0.59776
O: 3.05256 1.96795 -0.26526
C: 2.47486 -0.12472 -1.38809
O: 1.29566 -0.83355 -1.51743
O: 3.48758 -0.50587 -2.01695
C: 5.72884 0.12335 1.18080
Br: 4.61956 -0.88680 2.40992
Br: 7.32188 -0.90528 0.86262
Br: 6.09437 1.92951 2.01042
H: 5.28766 0.14752 0.18437
C: 2.59836 3.23653 -3.37001
Br: 0.89671 2.35847 -3.97148
Br: 2.50679 5.09844 -3.97474
Br: 4.29645 2.42817 -4.17381
H: 2.65863 3.27067 -2.28221
C: 3.16731 -4.13225 -1.12286
Br: 4.40442 -4.66666 0.38045
Br: 1.94959 -5.58804 -1.59696
Br: 4.38464 -3.81382 -2.71133
H: 2.59771 -3.24513 -0.84596
C: 0.06004 1.62714 4.05217
C: 1.13582 2.02714 3.26882
C: 2.34093 2.25965 3.83656
C: 2.56411 2.03616 5.17904
C: 1.46946 1.53563 5.97544
C: 0.23330 1.41381 5.43487
N: 3.88985 2.36946 5.81620
O: 4.84506 2.68109 5.08320
O: 3.97469 2.14362 7.04253
H: -0.87694 1.39871 3.56607
H: 1.09464 2.08676 2.19126
H: 3.18922 2.55696 3.23790
H: 1.53892 1.41895 7.04687
H: -0.63826 1.17868 6.02774
C: -1.41135 0.66123 -5.71997
C: -1.73519 -0.38679 -4.86786
C: -3.09793 -0.67348 -4.64040
C: -4.06136 0.00104 -5.34114
C: -3.75991 0.99731 -6.22249
C: -2.41969 1.37706 -6.41744
N: -5.43206 -0.36133 -5.09172
O: -5.77760 -0.75537 -3.97148
O: -6.18883 -0.30266 -6.11940
H: -0.39061 0.90392 -5.97610
H: -0.99617 -0.86587 -4.24277
H: -3.29599 -1.55470 -4.04826
H: -4.56114 1.47250 -6.76895
H: -2.06030 2.15517 -7.07454
C: -3.10187 -1.58314 4.54272
C: -4.06832 -0.72357 4.08389
C: -4.61912 0.25224 4.94626
C: -4.20268 0.34744 6.26707
C: -3.18766 -0.52136 6.73881
C: -2.71567 -1.50028 5.87424
N: -4.78520 1.37559 7.11023
O: -4.73328 1.15620 8.34861
O: -5.24410 2.37295 6.62517
H: -2.68835 -2.35313 3.90828
H: -4.19717 -0.79599 3.01405
H: -5.44012 0.79039 4.49598
H: -2.79730 -0.40144 7.73863
H: -1.93548 -2.16647 6.21171
N: -6.48654 -4.42981 1.46779
C: -6.37675 -5.03852 0.26554
C: -5.72823 -4.48766 -0.89123
C: -5.04989 -3.21161 -0.74970
C: -5.35522 -2.52422 0.44231
C: -6.06926 -3.14950 1.49556
H: -6.67957 -6.06969 0.37225
H: -5.62931 -4.95801 -1.85838
H: -4.50364 -2.80584 -1.58837
H: -4.96681 -1.53160 0.61619
H: -6.28269 -2.57036 2.38181
N: -3.60437 2.47004 2.77132
C: -2.99935 3.33903 3.62372
C: -1.88376 4.08636 3.29376
C: -1.32549 3.90760 2.02533
C: -1.81106 2.94976 1.15585
C: -2.92877 2.23480 1.58189
H: -3.39346 3.25010 4.62530
H: -1.37748 4.72219 4.00495
H: -0.52589 4.55914 1.70513
H: -1.29546 2.64041 0.25870
H: -3.28201 1.39655 0.99969
N: 0.93587 -3.51485 -5.53027
C: 1.54836 -2.72891 -4.66088
C: 2.04674 -1.41838 -4.96541
C: 1.88707 -0.97697 -6.28989
C: 1.20855 -1.79414 -7.19969
C: 0.71490 -3.06098 -6.79269
H: 1.80395 -3.10307 -3.68053
H: 2.56101 -0.71948 -4.32239
H: 2.25896 0.00199 -6.55400
H: 1.10725 -1.54652 -8.24603
H: 0.34188 -3.82923 -7.45379
N: 0.91458 7.84803 -1.90909
C: 0.20837 6.73243 -1.57211
C: 0.76749 5.65327 -0.86783
C: 2.06336 5.73777 -0.40112
C: 2.84300 6.79026 -0.88252
C: 2.22624 7.79714 -1.61463
H: -0.85502 6.74929 -1.76009
H: 0.12865 4.83898 -0.55923
H: 2.40783 4.84167 0.09360
H: 3.91489 6.73187 -0.76401
H: 2.75356 8.63819 -2.04003
N: -2.96907 -6.92526 3.53632
C: -3.53535 -5.90688 2.79826
C: -2.84888 -4.80417 2.31796
C: -1.46066 -4.74995 2.53510
C: -0.82839 -5.77107 3.18641
C: -1.57409 -6.82275 3.74716
H: -4.58575 -6.11763 2.66172
H: -3.18422 -3.98377 1.70079
H: -0.90598 -3.84769 2.32375
H: 0.21673 -5.66896 3.43879
H: -1.17174 -7.69334 4.24373
N: 9.70639 -0.39625 -2.72964
C: 9.18798 0.84797 -2.65263
C: 7.82575 1.10003 -2.55081
C: 6.89316 0.05196 -2.62744
C: 7.36734 -1.26540 -2.65940
C: 8.77370 -1.39232 -2.63546
H: 9.81881 1.72140 -2.72720
H: 7.38501 2.08575 -2.52825
H: 5.85094 0.22667 -2.40462
H: 6.74930 -2.12528 -2.44716
H: 9.21367 -2.36500 -2.79894

Its HOMO energy (spin up / spin down) is 0.03 / -3.66 eV. Its HOMO-LUMO gap (spin up / spin down) is 2.1 / 5.8 eV. The spin multiplicity is 2. The net charge is -2. As for the expectation value of S²: 0.77.

=====

Formula: C9H14O
Source: OMol25
Level of theory: ωB97M-V/def2-TZVPD

Atoms and positions in Å:
C: 2.11934 -0.16738 2.08404
C: 1.39595 1.13829 2.41704
H: 2.36938 -0.59682 3.05225
H: 1.60234 -0.83198 1.41254
H: 3.07757 0.15216 1.71121
H: 0.58647 1.23470 3.13645
H: 0.80971 1.69298 1.62793
H: 2.23916 1.69656 2.85021
C: 1.34704 -0.99337 -1.93948
C: -2.53110 0.29001 -0.62433
C: -2.12715 -1.02728 -0.47070
C: -1.61697 1.21479 -1.12883
C: -0.97041 -1.36841 -1.16689
C: -0.33014 0.92168 -1.60472
C: -0.03460 -0.42152 -1.62797
O: -3.73159 0.65767 -0.10551
H: -2.74055 -1.75251 0.07376
H: -4.12822 -0.06997 0.37375
H: -1.96312 2.24672 -1.04852
H: -0.74401 -2.42669 -1.29849
H: 0.27200 1.72269 -1.92634
H: 2.06504 -0.41193 -1.31172
H: 1.53912 -0.94641 -2.99960
H: 1.49474 -1.95396 -1.48608

The energy above the lowest of the compared OMol25 structures with the same formula, charge and spin is 29.75 kcal/mol. Its HOMO energy is -8.33 eV. Its HOMO-LUMO gap is 9.2 eV. As for the SMILES: Cc1ccc(O)cc1.CC.

=====

Formula: C11H18
Source: OMol25
Level of theory: ωB97M-V/def2-TZVPD

Atoms and positions in Å:
C: -2.74723 1.14648 0.14717
C: -2.59728 2.19588 -0.97283
C: -1.85799 1.59451 1.30968
C: -4.21950 0.92599 0.69564
H: -2.47354 0.09192 -0.22433
H: -2.48471 1.86154 -1.99579
H: -1.76741 2.83148 -0.63421
H: -2.25248 2.47276 1.79246
H: -1.69468 0.72954 2.01346
H: -0.85671 1.83803 0.97545
H: -4.88959 0.47716 -0.06761
H: -4.15764 0.11587 1.43918
H: -4.56241 1.81670 1.23848
H: -3.48412 2.83151 -1.08683
C: 3.83521 -2.02705 0.79348
C: 0.42356 -0.16968 -0.82930
C: 1.64093 0.52012 -0.89058
C: 0.33869 -1.54420 -0.52864
C: 2.77931 -0.11400 -0.43399
C: 1.46418 -2.09455 0.06713
C: 2.68216 -1.40480 0.08483
H: -0.51500 0.34025 -0.97078
H: 1.65330 1.48337 -1.42590
H: -0.64336 -1.98156 -0.61877
H: 3.73806 0.33914 -0.63854
H: 1.38536 -3.00819 0.63753
H: 4.74469 -2.18341 0.20259
H: 3.65098 -2.99560 1.25577
H: 4.16947 -1.36614 1.59195

The energy above the lowest of the compared OMol25 structures with the same formula, charge and spin is 25.75 kcal/mol. Its HOMO energy is -8.77 eV. Its HOMO-LUMO gap is 9.8 eV. As for the SMILES: Cc1ccccc1.CC(C)C.

=====

Formula: C2H7S2
Source: OMol25
Level of theory: ωB97M-V/def2-TZVPD

Atoms and positions in Å:
S: -1.56509 2.78552 0.74879
H: -2.13691 2.38773 1.89208
C: 0.29973 -1.59797 -0.10094
C: 0.46916 -0.26869 -0.82656
S: 1.36183 0.84864 0.22872
H: 1.30501 -1.95226 0.19706
H: -0.38120 -1.56080 0.80103
H: -0.14376 -2.20547 -0.86930
H: -0.59266 0.18526 -0.91241
H: 1.00455 -0.35040 -1.87884
H: 0.37935 1.72845 0.72037

The energy above the lowest of the compared OMol25 structures with the same formula, charge and spin is 11.84 kcal/mol. Its HOMO energy is -3.01 eV. Its HOMO-LUMO gap is 6.7 eV. The net charge is -1.

=====

Formula: C2Br2F2O
Source: OMol25
Level of theory: ωB97M-V/def2-TZVPD

Atoms and positions in Å:
C: 0.76999 0.15016 -0.65843
C: -0.57052 -0.04741 0.48630
O: 0.54278 0.64888 -1.72822
F: -0.58701 0.82574 1.40361
F: -0.51281 -1.29056 1.11690
Br: 2.58935 -0.32737 -0.11836
Br: -2.23179 0.04058 -0.50180

The energy above the lowest of the compared OMol25 structures with the same formula, charge and spin is 11.68 kcal/mol. Its HOMO energy is -11.13 eV. Its HOMO-LUMO gap is 11.0 eV. As for the SMILES: O=C(Br)C(F)(F)Br.

=====

no.,strongest force on any atom (eV/A)
1,2.176
2,6.649
3,2.959
4,2.381
5,2.477
6,4.047